C26H36Cl3MgO2 as an isolated structure, computed with the ωB97M-V functional and the def2-TZVPD basis.

The maximum force is 0.93 eV/A. The LUMO energy comes out at 2.7 eV. The spin multiplicity is 1. As for the net charge: -1. For the energy, the calculation gives -2743.64602 Ha.

Positions of all 68 atoms, in Å:
Mg: 0.5085 -1.0941 -0.1227
C: -0.2357 -0.2720 1.8423
C: 0.1870 1.0417 1.4299
C: -0.8689 1.5671 0.6201
C: -1.8982 0.5765 0.5735
C: -1.5514 -0.5159 1.3634
C: -2.4711 -1.6338 1.8223
C: -1.7245 -2.9594 1.9706
C: -3.0508 -1.2458 3.1924
C: -3.6244 -1.8290 0.8372
C: -1.0340 2.8856 -0.1510
C: -0.0112 3.0165 -1.2907
C: -2.4126 2.9256 -0.8252
C: -0.9968 4.1153 0.7698
C: 1.4222 1.6690 2.1106
C: 2.3619 0.5606 2.6151
C: 2.3018 2.5984 1.2640
C: 0.9405 2.4502 3.3462
H: 0.2276 -0.8398 2.6410
H: -2.8204 0.6596 0.0147
H: -0.8542 -2.8644 2.6259
H: -1.3777 -3.3269 1.0060
H: -2.3871 -3.7213 2.3951
H: -2.2501 -1.1275 3.9296
H: -3.7439 -2.0155 3.5558
H: -3.5881 -0.2950 3.1244
H: -3.2450 -2.0475 -0.1645
H: -4.2548 -0.9365 0.7786
H: -4.2547 -2.6651 1.1572
H: -0.1325 2.1806 -1.9851
H: 1.0175 3.0040 -0.9368
H: -0.1722 3.9478 -1.8505
H: -2.5254 2.1260 -1.5623
H: -2.5264 3.8819 -1.3455
H: -3.2212 2.8355 -0.0934
H: -0.0367 4.2697 1.2544
H: -1.7511 4.0134 1.5571
H: -1.2246 5.0202 0.1933
H: 2.6789 -0.0997 1.8026
H: 1.9006 -0.0486 3.3963
H: 3.2590 1.0174 3.0416
H: 2.6848 2.0862 0.3848
H: 3.1605 2.9180 1.8640
H: 1.7908 3.4967 0.9344
H: 0.3726 1.7887 4.0080
H: 0.2878 3.2807 3.0671
H: 1.7948 2.8530 3.9060
Cl: -1.1636 -5.5689 -0.9541
C: 0.1278 -4.6165 -1.7605
Cl: -0.1335 -4.5533 -3.5087
C: 0.2043 -3.2396 -1.0896
O: 0.9269 -3.1596 -0.0526
O: -0.4620 -2.2674 -1.5452
H: 1.0521 -5.1396 -1.5795
Cl: 2.0175 -1.8399 -7.0483
C: 2.1507 -1.4602 -5.3350
C: 2.5922 -2.4203 -4.4458
C: 2.6979 -2.1107 -3.0953
C: 2.3619 -0.8484 -2.5794
C: 2.3982 -0.5630 -1.1298
C: 1.9263 0.0989 -3.5268
C: 1.8205 -0.1934 -4.8783
H: 2.8489 -3.4095 -4.8064
H: 3.0502 -2.8742 -2.4078
H: 2.6629 0.4759 -0.9344
H: 3.1251 -1.2104 -0.6267
H: 1.6664 1.0938 -3.1825
H: 1.4780 0.5583 -5.5808

natural (NBO) population analysis, charges in e, atoms 1 to 6:
1 Mg 1.75
2 C -0.53
3 C -0.17
4 C -0.04
5 C -0.36
6 C -0.14